[1]
{
  "formula": "C44H35AlN6O2SSi",
  "method": "ωB97M-V/def2-TZVPD",
  "elements": ["Al", "C", "O", "C", "C", "C", "C", "C", "C", "N", "N", "C", "C", "C", "C", "O", "C", "N", "C", "C", "C", "C", "H", "H", "H", "H", "H", "H", "H", "H", "H", "H", "H", "H", "N", "C", "C", "C", "C", "C", "C", "C", "C", "N", "C", "H", "H", "H", "H", "H", "H", "H", "H", "C", "C", "C", "C", "C", "C", "Si", "C", "C", "C", "C", "C", "C", "C", "C", "C", "C", "C", "C", "H", "H", "H", "H", "H", "H", "H", "H", "H", "H", "H", "H", "H", "H", "H", "S", "C", "N"],
  "positions_angstrom": [[-0.211, 0.125, -0.007], [-7.316, 4.281, 0.299], [-6.123, 4.063, 1.026], [-6.066, 2.973, 1.832], [-7.089, 2.040, 1.962], [-6.925, 0.962, 2.822], [-5.742, 0.774, 3.516], [-4.731, 1.737, 3.405], [-4.892, 2.822, 2.574], [-5.703, -0.368, 4.385], [-4.673, -1.033, 4.566], [-3.487, -0.777, 3.809], [-2.332, -0.499, 4.495], [-1.150, -0.118, 3.841], [-1.109, -0.054, 2.468], [-0.057, 0.325, 1.768], [-2.271, -0.455, 1.742], [-2.158, -0.419, 0.381], [-3.194, -0.748, -0.351], [-4.399, -1.195, 0.208], [-4.529, -1.248, 1.568], [-3.458, -0.831, 2.391], [-7.168, 5.205, -0.253], [-8.175, 4.392, 0.966], [-7.509, 3.468, -0.406], [-8.015, 2.147, 1.416], [-7.721, 0.238, 2.949], [-3.819, 1.645, 3.977], [-4.109, 3.563, 2.476], [-2.370, -0.509, 5.578], [-0.268, 0.148, 4.407], [-3.081, -0.667, -1.426], [-5.209, -1.500, -0.439], [-5.445, -1.608, 2.014], [-0.272, 0.027, -2.192], [0.994, 0.518, -2.701], [1.276, 0.643, -4.029], [2.541, 1.106, -4.449], [3.502, 1.431, -3.536], [3.237, 1.314, -2.152], [4.180, 1.608, -1.141], [3.836, 1.458, 0.172], [2.538, 1.028, 0.496], [1.646, 0.741, -0.425], [1.972, 0.863, -1.741], [-1.043, 0.532, -2.622], [-0.365, -0.960, -2.429], [0.529, 0.378, -4.767], [2.746, 1.195, -5.507], [4.476, 1.778, -3.856], [5.170, 1.945, -1.422], [4.536, 1.675, 0.966], [2.206, 0.918, 1.522], [3.108, -2.918, -4.058], [1.888, -3.568, -3.942], [1.140, -3.454, -2.774], [1.575, -2.680, -1.692], [2.816, -2.042, -1.839], [3.575, -2.159, -2.994], [0.528, -2.344, -0.122], [1.576, -2.919, 1.354], [2.874, -3.425, 1.240], [3.618, -3.776, 2.360], [3.078, -3.633, 3.629], [1.787, -3.141, 3.769], [1.055, -2.786, 2.647], [-0.983, -3.513, -0.217], [-1.275, -4.450, 0.778], [-2.426, -5.227, 0.735], [-3.322, -5.098, -0.316], [-3.057, -4.178, -1.321], [-1.912, -3.397, -1.258], [3.695, -3.012, -4.963], [1.522, -4.181, -4.756], [0.211, -4.004, -2.701], [3.203, -1.437, -1.023], [4.533, -1.657, -3.064], [3.311, -3.572, 0.260], [4.620, -4.170, 2.238], [3.656, -3.908, 4.503], [1.351, -3.030, 4.755], [0.053, -2.393, 2.784], [-0.585, -4.586, 1.602], [-2.620, -5.944, 1.524], [-4.216, -5.706, -0.354], [-3.744, -4.067, -2.152], [-1.745, -2.678, -2.058], [-1.031, 2.366, -0.543], [-1.306, 2.976, 0.999], [-1.505, 3.412, 2.051]],
  "lowdin_charge": [-0.158, -0.086, -0.074, -0.275, -0.019, -0.034, -0.284, -0.008, 0.019, 0.071, 0.073, -0.254, -0.019, 0.012, -0.319, -0.084, -0.112, 0.075, -0.102, -0.018, 0.028, -0.091, 0.092, 0.095, 0.093, 0.099, 0.113, 0.116, 0.102, 0.119, 0.125, 0.118, 0.113, 0.121, 0.074, -0.213, 0.010, -0.051, -0.018, -0.145, 0.016, -0.009, -0.041, 0.059, -0.173, 0.102, 0.082, 0.125, 0.111, 0.120, 0.125, 0.115, 0.133, -0.094, -0.087, -0.095, -0.273, -0.133, -0.088, 0.802, -0.269, -0.096, -0.092, -0.098, -0.083, -0.115, -0.266, -0.082, -0.081, -0.095, -0.100, -0.157, 0.100, 0.100, 0.088, 0.098, 0.104, 0.088, 0.098, 0.098, 0.102, 0.091, 0.092, 0.102, 0.099, 0.102, 0.085, 0.705, -0.793, 0.073],
  "total_energy_ha": -3106.9998,
  "homo_energy_ev": -7.1,
  "e_above_lowest_kj_mol": 0.00,
  "lumo_ha": -0.03347,
  "homo_lumo_gap_ev": 6.23
}

=====

[2]
{
  "formula": "C44H35BrCl2N2O8RbTe",
  "method": "ωB97M-V/def2-TZVPD",
  "elements": ["Rb", "O", "C", "O", "C", "C", "C", "C", "C", "N", "C", "O", "O", "H", "H", "H", "H", "H", "Cl", "C", "Cl", "H", "H", "C", "C", "C", "C", "C", "O", "C", "C", "C", "C", "C", "C", "C", "O", "C", "C", "C", "N", "C", "C", "Te", "C", "C", "C", "C", "C", "C", "C", "C", "C", "C", "C", "C", "H", "H", "H", "H", "H", "H", "H", "H", "H", "H", "H", "H", "H", "H", "H", "H", "H", "H", "H", "H", "H", "H", "H", "H", "Br", "C", "C", "C", "C", "C", "C", "C", "O", "O", "H", "H", "H", "H"],
  "positions_angstrom": [[-0.133, -0.584, -0.069], [1.494, -4.387, -0.453], [1.758, -3.103, -0.709], [1.105, -2.412, -1.436], [3.058, -2.658, -0.083], [4.053, -3.554, 0.291], [5.268, -3.056, 0.733], [5.449, -1.673, 0.758], [4.372, -0.877, 0.381], [3.208, -1.349, 0.025], [4.474, 0.648, 0.388], [5.721, 1.114, 0.094], [3.578, 1.389, 0.664], [0.609, -4.555, -0.836], [3.857, -4.616, 0.247], [6.056, -3.724, 1.048], [6.384, -1.246, 1.095], [6.244, 0.408, -0.304], [-1.482, 2.199, 0.997], [-2.525, 1.149, 1.994], [-3.331, -0.108, 1.033], [-3.292, 1.781, 2.428], [-1.894, 0.650, 2.721], [-4.679, 1.761, -6.380], [-3.879, 1.277, -5.203], [-4.193, 0.115, -4.525], [-3.422, -0.353, -3.464], [-3.856, -1.604, -2.828], [-5.034, -1.913, -2.726], [-2.852, -2.641, -2.388], [-2.998, -3.273, -1.157], [-2.237, -4.389, -0.854], [-1.354, -4.907, -1.799], [-1.186, -4.261, -3.016], [-1.922, -3.118, -3.300], [-2.280, 0.353, -2.972], [-1.635, -0.074, -1.979], [-2.000, 1.612, -3.648], [-2.787, 2.003, -4.716], [-0.930, 2.537, -3.197], [-0.112, 2.217, -2.283], [0.975, 3.084, -1.878], [2.277, 2.619, -2.529], [2.451, 0.482, -2.573], [1.595, 0.273, -4.467], [2.174, 0.850, -5.594], [1.538, 0.754, -6.825], [0.333, 0.072, -6.935], [-0.235, -0.514, -5.814], [0.392, -0.415, -4.577], [-0.836, 3.861, -3.905], [-1.546, 4.965, -3.450], [-1.429, 6.190, -4.089], [-0.600, 6.322, -5.195], [0.108, 5.221, -5.657], [-0.011, 3.996, -5.015], [-5.516, 1.090, -6.578], [-4.084, 1.809, -7.296], [-5.094, 2.758, -6.214], [-5.059, -0.473, -4.813], [-3.732, -2.902, -0.454], [-2.348, -4.875, 0.106], [-0.811, -5.823, -1.586], [-0.487, -4.647, -3.748], [-1.803, -2.610, -4.248], [-2.556, 2.944, -5.208], [1.082, 2.982, -0.794], [0.821, 4.150, -2.098], [3.158, 3.003, -2.017], [2.322, 2.913, -3.578], [3.116, 1.377, -5.509], [1.988, 1.215, -7.695], [-0.166, 0.010, -7.893], [-1.195, -1.012, -5.885], [-0.081, -0.824, -3.694], [-2.198, 4.857, -2.591], [-1.987, 7.042, -3.725], [-0.509, 7.277, -5.695], [0.753, 5.313, -6.522], [0.525, 3.129, -5.386], [4.951, -3.108, 5.197], [3.170, -2.435, 5.159], [2.573, -2.034, 6.343], [1.278, -1.537, 6.292], [0.605, -1.432, 5.083], [1.214, -1.849, 3.909], [2.505, -2.363, 3.951], [0.519, -1.751, 2.560], [-0.422, -0.930, 2.476], [0.966, -2.486, 1.650], [3.107, -2.106, 7.280], [0.796, -1.223, 7.209], [-0.392, -1.018, 5.030], [2.966, -2.708, 3.036]],
  "lowdin_charge": [0.932, 0.119, -0.525, -0.057, -0.182, 0.021, -0.035, 0.001, -0.209, 0.160, -0.477, 0.098, 0.129, 0.087, 0.122, 0.110, 0.117, 0.098, 0.519, -0.971, 0.553, 0.023, -0.003, -0.073, -0.283, 0.006, -0.092, -0.310, 0.080, -0.135, -0.018, -0.064, -0.131, -0.074, -0.013, -0.359, -0.283, -0.064, 0.006, -0.212, 0.065, -0.307, -0.447, 1.409, -0.539, -0.166, -0.110, -0.093, -0.073, -0.126, -0.205, -0.030, -0.086, -0.103, -0.079, -0.026, 0.067, 0.069, 0.070, 0.118, 0.111, 0.108, 0.105, 0.109, 0.108, 0.117, 0.098, 0.111, 0.041, 0.030, 0.091, 0.095, 0.097, 0.100, 0.077, 0.124, 0.097, 0.093, 0.098, 0.107, 0.687, -0.676, -0.145, -0.082, -0.020, -0.108, -0.064, -0.663, -0.187, -0.082, 0.092, 0.099, 0.113, 0.099],
  "total_energy_ha": -6195.8229,
  "homo_energy_ev": -4.3,
  "e_above_lowest_kj_mol": 83.80,
  "lumo_ha": 0.06756,
  "total_charge": -1,
  "homo_lumo_gap_ev": 6.17
}

=====

[3]
{
  "formula": "C44H36BrClNO2P2Pt",
  "method": "ωB97M-V/def2-TZVPD",
  "elements": ["Pt", "C", "P", "C", "C", "C", "C", "C", "C", "C", "C", "C", "C", "C", "C", "C", "C", "C", "C", "C", "P", "C", "C", "C", "C", "C", "C", "C", "C", "C", "C", "C", "C", "N", "H", "H", "H", "H", "H", "H", "H", "H", "H", "H", "H", "H", "H", "H", "H", "H", "H", "H", "H", "H", "H", "H", "H", "H", "H", "H", "Br", "C", "C", "C", "C", "C", "C", "C", "O", "O", "H", "H", "H", "H", "Cl", "C", "C", "C", "C", "C", "C", "C", "H", "H", "H", "H", "H", "H"],
  "positions_angstrom": [[-1.098, -0.336, -0.023], [-1.178, -2.405, 2.520], [-1.260, -0.542, 2.337], [-0.037, -0.013, 3.558], [-0.316, 0.673, 4.744], [0.719, 1.109, 5.547], [2.039, 0.910, 5.171], [2.324, 0.280, 3.965], [1.300, -0.170, 3.165], [-2.860, -0.095, 3.068], [-3.299, -0.601, 4.289], [-4.511, -0.188, 4.811], [-5.290, 0.727, 4.123], [-4.855, 1.240, 2.912], [-3.641, 0.833, 2.387], [-1.290, -3.065, 1.178], [-1.516, -4.378, 0.819], [-1.411, -4.439, -0.587], [-1.124, -3.160, -1.023], [-0.811, -2.619, -2.390], [-0.740, -0.756, -2.313], [-2.280, -0.297, -3.144], [-2.363, 0.048, -4.490], [-3.599, 0.292, -5.060], [-4.754, 0.176, -4.302], [-4.673, -0.155, -2.957], [-3.441, -0.389, -2.379], [0.554, -0.144, -3.402], [0.560, 1.258, -3.543], [1.631, 1.912, -4.101], [2.744, 1.189, -4.525], [2.756, -0.191, -4.382], [1.686, -0.858, -3.820], [-1.057, -2.344, 0.056], [-1.968, -2.743, 3.199], [-0.211, -2.639, 2.989], [-1.341, 0.852, 5.041], [0.503, 1.613, 6.480], [2.843, 1.259, 5.802], [3.348, 0.154, 3.649], [1.511, -0.643, 2.213], [-2.694, -1.314, 4.837], [-4.850, -0.578, 5.762], [-6.238, 1.039, 4.536], [-5.455, 1.965, 2.383], [-3.287, 1.237, 1.447], [-1.731, -5.195, 1.485], [-1.528, -5.314, -1.199], [-1.565, -2.919, -3.125], [0.157, -3.000, -2.733], [-1.461, 0.134, -5.081], [-3.663, 0.572, -6.102], [-5.718, 0.350, -4.759], [-5.573, -0.226, -2.362], [-3.349, -0.627, -1.319], [-0.301, 1.813, -3.190], [1.618, 2.988, -4.197], [3.599, 1.704, -4.942], [3.622, -0.752, -4.707], [1.726, -1.934, -3.709], [-0.514, 5.688, -1.609], [0.627, 4.279, -1.041], [1.990, 4.502, -1.153], [2.880, 3.517, -0.768], [2.399, 2.304, -0.302], [1.038, 2.092, -0.204], [0.124, 3.080, -0.553], [-1.371, 2.888, -0.285], [-2.051, 3.892, -0.110], [-1.812, 1.707, -0.225], [2.343, 5.455, -1.523], [3.944, 3.699, -0.829], [3.088, 1.530, -0.005], [0.669, 1.133, 0.175], [7.682, -0.255, 0.704], [6.026, -0.724, 0.494], [5.429, -1.583, 1.413], [4.118, -1.948, 1.255], [3.335, -1.473, 0.162], [2.018, -1.843, -0.002], [3.988, -0.602, -0.757], [5.299, -0.240, -0.592], [6.004, -1.953, 2.248], [3.659, -2.614, 1.970], [1.545, -2.534, 0.672], [1.445, -1.487, -0.844], [3.430, -0.232, -1.605], [5.767, 0.428, -1.295]],
  "lowdin_charge": [0.836, -0.222, 0.997, -0.334, -0.080, -0.092, -0.080, -0.063, -0.087, -0.356, -0.113, -0.090, -0.090, -0.069, -0.075, -0.397, -0.071, -0.069, -0.390, -0.216, 0.979, -0.356, -0.080, -0.087, -0.089, -0.074, -0.096, -0.342, -0.102, -0.068, -0.067, -0.089, -0.080, -0.174, 0.080, 0.092, 0.093, 0.099, 0.099, 0.106, 0.071, 0.108, 0.101, 0.098, 0.106, 0.078, 0.088, 0.088, 0.094, 0.075, 0.102, 0.100, 0.098, 0.104, 0.083, 0.111, 0.108, 0.103, 0.108, 0.101, 0.779, -0.602, -0.151, -0.076, -0.058, -0.045, -0.172, -0.647, -0.046, -0.211, 0.088, 0.104, 0.086, 0.050, 0.560, -0.741, -0.161, -0.096, -0.376, -0.081, -0.109, -0.156, 0.087, 0.095, 0.022, -0.027, 0.082, 0.089],
  "total_energy_ha": -5739.8555,
  "homo_energy_ev": -2.3,
  "lumo_ha": 0.06966,
  "total_charge": -1,
  "homo_lumo_gap_ev": 4.24
}